No. 1
C17H48N4O7 | ωB97M-V with the def2-TZVPD basis set

The geometry in XYZ format:
```
76
Properties=species:S:1:pos:R:3:forces:R:3
N -2.9927 0.4819 -0.6874 -2.4 2.0 -2.2
C -2.4997 -0.2451 0.2716 -0.1 -8.3 -0.1
N -1.6317 0.4049 0.9996 2.7 -0.5 4.6
O -2.5817 -1.6261 0.3066 0.0 7.4 -0.1
H -3.6177 -0.0271 -1.2854 -0.6 0.0 -0.5
H -3.0887 1.5229 -0.6984 0.3 -1.6 0.3
H -1.2627 -0.0981 1.8236 -0.2 0.0 -0.8
H -1.6497 1.3659 1.2126 -0.7 1.3 -0.3
N -0.6987 -0.6591 -2.2714 -4.2 0.8 -1.7
C 0.4653 -0.6681 -1.7634 6.9 -5.0 -2.7
N 0.5703 -0.1061 -0.5944 1.1 2.5 3.8
O 1.4913 -1.4191 -2.3284 -4.5 4.0 2.5
H -0.7737 -1.0111 -3.1864 -0.1 -0.6 -0.9
H -1.5287 -0.1901 -1.8724 1.1 -0.4 -0.3
H 1.5233 -0.0041 -0.2394 -0.5 -0.1 -0.2
H -0.2087 0.4219 -0.0754 1.7 -1.3 -1.3
C 1.0493 -4.2131 -0.4044 2.2 -1.3 -0.5
C 0.0063 -3.3871 0.2486 -4.4 -4.6 -3.0
C -0.7907 -4.2431 1.2446 -2.1 -1.4 -3.0
O 0.4313 -2.3961 0.9256 2.8 5.2 4.4
H 0.7373 -4.4811 -1.4084 0.0 -0.3 -0.1
H 1.4153 -5.1201 0.1346 -0.8 0.4 -0.1
H 1.9783 -3.6531 -0.5184 -0.1 0.4 -0.2
H -0.6057 -2.9601 -0.5884 -0.2 -0.8 0.5
H -0.1927 -4.3591 2.0656 1.6 -0.5 2.3
H -0.9837 -5.2401 0.7916 0.3 0.3 0.3
H -1.7817 -3.9481 1.5786 0.1 0.9 -0.2
H 0.4633 -1.6341 0.3676 0.4 1.0 -0.3
C 2.5053 2.9349 2.0616 -1.3 -2.5 -0.5
C 1.7193 2.3239 3.2266 6.0 2.9 2.6
C 1.3903 3.4389 4.1966 -1.8 -0.9 -0.2
O 0.7313 1.5699 2.9616 -6.2 -3.6 -2.9
H 2.6803 2.1479 1.2806 0.3 0.7 0.7
H 3.3873 3.3019 2.4976 1.4 0.7 0.0
H 1.8913 3.6799 1.6176 -0.3 1.0 -0.5
H 2.4273 1.6739 3.7816 -0.1 0.2 -0.3
H 2.2603 3.5749 4.7246 1.9 1.0 1.6
H 0.5563 3.2149 4.8736 0.4 -0.4 0.0
H 1.0993 4.3119 3.6836 -0.2 1.4 -0.7
H 0.0813 2.0959 2.4616 0.1 -0.3 0.2
C 3.1073 -0.9391 2.4526 0.3 1.3 2.2
C 2.9063 -2.3191 2.9916 7.4 -0.8 -2.8
C 3.8323 -2.8021 4.1626 0.9 3.3 0.1
O 1.7253 -2.6611 3.2216 -8.3 -1.1 5.2
H 2.3523 -0.5521 1.8146 -0.8 -0.4 -1.1
H 4.0843 -0.8041 2.0286 0.5 0.2 -0.1
H 2.9313 -0.2911 3.3086 0.6 0.6 0.3
H 2.9913 -2.9211 2.0976 2.8 -0.8 -1.0
H 4.9223 -2.6421 4.1246 -0.1 -0.4 -1.3
H 3.6493 -3.7851 4.4646 -0.5 -1.5 0.3
H 3.7543 -2.1231 5.0446 -1.1 -0.4 -0.3
H 1.2433 -2.6101 2.4196 -1.4 0.1 -1.3
C -3.8807 -1.3261 -5.1784 0.9 1.6 -2.5
C -3.5047 -0.6431 -3.8884 7.3 -0.8 -4.7
C -3.0727 0.7919 -4.0894 3.3 -0.4 -0.1
O -4.3047 -0.5861 -2.9374 -9.5 -0.8 6.8
H -2.8867 -1.4211 -5.7534 -1.6 -0.4 0.8
H -4.5657 -0.8081 -5.9514 0.7 -0.3 1.6
H -4.3117 -2.2471 -4.9054 -0.3 -1.5 -0.2
H -2.6787 -1.3751 -3.4554 -0.6 1.5 -1.3
H -2.3427 0.8549 -4.8704 0.4 0.0 -1.0
H -2.4777 1.2579 -3.2674 -1.2 -0.4 -0.1
H -3.9007 1.3449 -4.4034 -1.4 1.1 -0.1
H -5.2547 -0.8081 -3.1454 1.5 0.3 0.3
C 1.4423 3.4969 -1.4214 -0.5 -4.1 1.5
C 0.0913 4.0239 -1.4514 0.6 -5.7 -8.8
C -0.8807 2.8659 -1.7274 -1.8 -1.4 -1.4
O -0.2557 4.6399 -0.4514 -2.7 5.3 9.4
H 1.6543 3.0229 -2.3394 0.5 -0.6 -1.1
H 1.4703 2.6829 -0.6154 0.2 1.0 -1.0
H 2.1513 4.1799 -1.1964 2.3 2.4 0.7
H 0.0393 4.6719 -2.3124 -0.1 0.2 -1.1
H -2.0007 3.0959 -1.6554 1.5 0.6 -0.3
H -0.8117 2.0549 -0.9814 0.6 0.4 -0.4
H -0.7537 2.4109 -2.7714 0.1 0.5 1.5
H -0.4337 5.4959 -0.7774 -0.6 1.8 0.8
```
Forces are in eV/Å.

ΔE to the lowest compared entry with this formula, charge and spin in kcal per mole: 197.6
Net charge: 0
SMILES: NC(N)=O.NC(N)=O.CC(C)O.CC(C)O.CC(C)O.CC(C)O.CC(C)O
Frontier orbital gap in eV: 8.16
Calculated total energy in Eh: -1421.94768
Spin multiplicity: 1
LUMO energy in eV: -0.09

Results of the Mulliken charge analysis, in e, for atoms 1 through 2: -0.29, 0.12

***

No. 2
C17H49AgO19 | ωB97M-V with the def2-TZVPD basis set

The geometry in XYZ format:
```
86
Properties=species:S:1:pos:R:3:forces:R:3
Ag -2.6581 -1.9891 1.9893 0.9 0.2 -0.8
O -0.3004 1.0094 -0.5578 -0.3 -1.1 1.0
C -1.1706 0.0789 -0.0280 -1.3 0.2 1.0
O -2.2302 -0.1824 -0.6878 5.0 0.2 1.8
O -0.8991 -0.3295 1.1681 -0.7 0.2 -1.8
H 0.3348 1.1050 0.1810 -0.1 0.1 -0.6
C 2.5764 0.9127 -3.2400 -0.7 0.4 0.5
C 2.2115 2.3757 -3.4541 0.1 -0.5 -0.1
O 3.1304 2.9837 -4.3538 -0.1 0.0 0.2
O 3.8848 0.8059 -2.7381 0.5 0.1 0.0
H 2.4865 0.3819 -4.1875 0.3 -0.1 0.0
H 1.8648 0.4656 -2.5328 -0.1 0.0 -0.1
H 2.1783 2.8814 -2.4758 0.1 0.1 -0.1
H 1.2085 2.4247 -3.8742 0.0 0.2 -0.1
H 3.9899 2.5630 -4.1966 -0.2 0.1 0.0
H 3.9581 1.3739 -1.9395 0.0 -0.5 -0.3
C -0.9216 2.8417 3.4193 0.2 -0.9 0.1
C -0.9658 3.4692 2.0491 0.0 0.2 -0.4
O -1.3994 4.8239 2.2079 0.2 -0.1 -0.1
O 0.3386 3.0047 4.0876 -0.4 0.8 -0.5
H -1.0827 1.7671 3.3101 0.2 0.0 0.0
H -1.7372 3.2075 4.0484 0.0 0.2 -0.1
H -1.6013 2.8820 1.3701 -0.4 0.3 0.2
H 0.0216 3.4408 1.5629 0.1 0.0 0.4
H -1.2205 5.3125 1.3972 -0.1 -0.1 0.0
H 0.4879 3.9634 4.0176 0.2 -0.4 0.3
C -1.7318 -5.4820 -1.3708 -0.3 0.0 0.6
C -1.3545 -4.4243 -0.3418 0.2 0.1 -0.8
O -2.3452 -3.4032 -0.1809 -0.6 0.1 -0.2
O -1.6768 -4.9842 -2.6888 -0.5 0.2 0.4
H -2.7363 -5.8448 -1.1051 0.0 0.0 -0.2
H -1.0548 -6.3319 -1.2890 0.2 0.1 -0.1
H -0.4376 -3.9394 -0.7014 0.1 -0.2 0.4
H -1.2310 -4.9172 0.6219 0.1 0.2 0.0
H -2.5952 -3.0256 -1.0552 0.3 0.0 0.8
H -2.3959 -4.3354 -2.7212 0.2 0.0 -0.7
C 4.6274 4.2986 0.8239 -0.5 -0.1 -0.5
C 3.6859 3.4121 0.0160 0.2 -0.6 1.1
O 4.2671 2.1567 -0.3787 0.2 1.0 0.0
O 4.9904 3.6567 2.0311 0.0 -0.5 0.2
H 4.0717 5.2210 1.0215 0.2 0.1 0.0
H 5.5113 4.5066 0.2167 0.1 0.1 0.1
H 3.3588 3.9945 -0.8455 0.0 -0.4 -0.2
H 2.8189 3.1804 0.6664 0.1 0.3 -0.3
H 4.7902 1.7839 0.3576 -0.4 0.2 -0.2
H 4.9036 4.2481 2.7798 0.0 0.2 0.0
C 2.5995 -0.9229 2.4518 -0.1 0.6 0.4
C 3.0256 0.2928 1.6390 1.1 -0.9 0.7
O 4.3200 0.7110 2.1614 -0.9 0.6 0.0
O 3.6055 -1.8493 2.6992 0.4 -0.8 -0.2
H 1.8114 -1.4716 1.9404 -0.1 0.1 -0.2
H 2.2106 -0.5222 3.3983 -0.2 -0.2 0.1
H 2.2680 1.0462 1.8550 0.0 0.3 -0.6
H 3.2321 0.0552 0.5999 -0.6 0.1 -0.2
H 4.1765 1.6183 2.4727 0.5 -0.1 0.1
H 4.4294 -1.4253 2.9594 -0.1 0.4 0.0
C -1.6883 -0.3529 -4.3746 0.2 0.6 0.5
C -2.8889 -1.1680 -4.7754 0.2 -0.5 0.5
O -3.3178 -1.8638 -3.6102 -0.8 0.1 0.1
O -2.1332 0.6126 -3.4131 0.6 0.0 0.9
H -1.2363 0.2043 -5.1994 -0.2 0.0 -0.2
H -0.9059 -1.0125 -3.9782 -0.2 0.0 0.1
H -2.6493 -1.9281 -5.5210 0.1 0.1 -0.1
H -3.6718 -0.5118 -5.1638 0.0 0.0 0.0
H -3.8276 -1.2332 -3.0334 0.6 -0.6 -0.2
H -1.9348 0.3820 -2.4572 -0.3 0.0 -1.7
C -5.1487 0.6334 -1.5971 1.2 0.1 -0.4
C -5.1795 1.3711 -0.2675 -0.3 -0.7 0.2
O -3.8751 1.7781 0.1118 -0.1 0.4 0.4
O -4.3259 -0.5508 -1.5134 -2.7 0.5 -0.2
H -4.6578 1.3119 -2.3160 -0.3 -0.1 0.0
H -6.1325 0.3590 -1.9700 -0.1 0.0 0.1
H -5.6105 0.6926 0.4829 0.0 0.1 0.1
H -5.7936 2.2695 -0.2903 -0.1 0.0 -0.2
H -3.4555 1.0761 0.6188 -0.1 0.0 -0.2
H -3.4770 -0.2677 -1.1124 -0.7 -0.2 -0.4
C 0.2580 -3.6213 3.0077 -0.2 0.2 -0.8
C 0.0401 -4.5688 4.1593 -0.2 -0.2 0.4
O 1.1152 -5.4968 4.2181 -0.3 -0.3 -0.3
O -0.4886 -2.3887 3.1003 0.4 0.0 0.3
H -0.0876 -4.0417 2.0592 0.4 -0.6 0.1
H 1.3306 -3.4417 2.9213 0.0 0.2 0.1
H -0.9351 -5.0594 4.0573 0.1 -0.1 0.1
H 0.0515 -4.0941 5.1397 -0.1 0.5 -0.2
H 0.9620 -6.1989 3.5750 0.1 0.1 0.1
H 0.0337 -1.7669 2.5649 -0.6 0.3 0.2
```
Forces are in eV/Å.

Net charge: 0
Frontier orbital gap in eV: 7.51
Calculated total energy in Eh: -2253.51078
Spin multiplicity: 1
LUMO energy in eV: -1.62

Results of the Mulliken charge analysis, in e, for atoms 1 through 2: 0.67, -0.32

***

No. 3
C17H49B3N2O8 | ωB97M-V with the def2-TZVPD basis set

The geometry in XYZ format:
```
79
Properties=species:S:1:pos:R:3:forces:R:3
C 5.8241 -0.6398 2.2053 -0.1 0.0 -0.2
C 5.5661 0.0129 0.8392 0.4 0.6 0.3
N 4.4870 1.0037 0.7771 0.0 -1.0 0.6
B 3.1735 0.4881 0.8983 0.2 0.7 -0.5
O 2.0891 1.3468 0.6911 0.2 -0.1 0.4
B 1.0291 1.1217 1.5109 -0.8 0.5 0.6
O 1.0086 0.0204 2.3598 -0.2 0.0 -0.9
B 1.6662 -1.0443 1.7760 0.0 -0.8 0.5
N 1.0657 -2.3666 1.7909 0.5 0.2 -0.2
O 2.8908 -0.8349 1.1823 0.1 0.1 -0.1
H 5.9874 -1.7020 2.0682 0.2 -0.2 0.1
H 4.9936 -0.5405 2.8964 -0.3 0.1 0.0
H 6.6915 -0.1916 2.6745 0.2 0.0 0.2
H 6.4782 0.5253 0.5478 0.2 0.1 -0.2
H 5.4094 -0.7402 0.0787 -0.3 -0.2 -0.1
H 4.6681 1.8037 1.3732 0.1 0.4 -0.5
H 0.0926 1.8404 1.5272 0.0 0.2 0.0
H 1.7811 -3.0592 1.5914 -0.2 -0.1 -0.2
H 0.3899 -2.4040 1.0307 -0.3 -0.3 0.4
C -2.8670 -2.2935 3.4733 0.0 0.0 -0.1
C -2.6105 -3.7931 3.5120 0.2 0.2 0.2
C -2.3920 -4.2850 4.9351 0.0 -0.1 0.0
O -1.4913 -4.1232 2.6950 -0.1 -0.1 0.0
H -2.0042 -1.7496 3.8663 0.0 0.0 0.1
H -3.0243 -1.9592 2.4475 0.0 0.0 0.0
H -3.7434 -2.0247 4.0653 0.0 0.0 0.0
H -3.4603 -4.3190 3.0737 0.0 0.0 -0.1
H -1.5163 -3.7993 5.3736 0.0 0.1 0.0
H -2.2112 -5.3600 4.9442 0.0 0.0 0.0
H -3.2556 -4.0713 5.5667 0.0 0.0 0.0
H -0.7159 -3.6633 3.0444 0.0 0.1 -0.2
C -1.3827 4.4365 -2.3552 -0.1 0.0 0.0
C -0.5620 4.0476 -1.1342 0.1 -0.1 -0.3
C 0.9308 4.1430 -1.4115 0.1 0.0 0.1
O -0.9040 2.7307 -0.7095 0.0 0.0 0.1
H -1.1704 3.7581 -3.1851 0.1 0.0 0.0
H -2.4488 4.3635 -2.1376 0.0 0.0 0.0
H -1.1600 5.4565 -2.6736 0.0 0.0 0.0
H -0.8196 4.7012 -0.2992 0.0 0.0 0.1
H 1.2108 3.4592 -2.2173 0.0 0.0 -0.1
H 1.5051 3.8589 -0.5302 0.0 0.0 0.0
H 1.2144 5.1553 -1.7051 0.0 0.0 0.0
H -0.6950 2.1271 -1.4341 -0.1 0.1 -0.1
C -4.3775 1.6001 -3.5904 0.0 0.2 0.0
C -3.1123 0.9786 -4.1609 -0.3 -0.2 0.1
C -3.3777 -0.4067 -4.7266 0.2 0.0 -0.1
O -2.0983 0.9187 -3.1549 0.2 0.0 0.0
H -4.7662 0.9871 -2.7730 0.0 -0.1 0.0
H -4.1691 2.5918 -3.1879 0.0 0.0 0.0
H -5.1529 1.6871 -4.3523 0.0 0.0 0.0
H -2.7112 1.6243 -4.9433 0.1 0.0 0.0
H -3.7398 -1.0782 -3.9458 -0.1 0.0 0.0
H -2.4590 -0.8353 -5.1307 0.0 0.1 0.0
H -4.1273 -0.3765 -5.5171 0.0 0.0 0.0
H -2.4251 0.3544 -2.4440 0.0 0.0 0.0
C -6.2565 -4.7103 -5.7770 0.0 0.1 -0.1
C -5.2220 -3.8702 -5.0441 -0.2 -0.2 0.2
C -4.6106 -4.6280 -3.8754 0.1 0.1 0.0
O -5.8040 -2.6473 -4.5927 0.0 0.1 0.0
H -7.0775 -4.9743 -5.1048 0.0 0.0 0.0
H -6.6811 -4.1521 -6.6114 0.0 0.0 0.0
H -5.8184 -5.6321 -6.1615 0.0 0.0 0.0
H -4.4335 -3.5777 -5.7389 0.0 0.1 0.0
H -5.3819 -4.8893 -3.1458 0.0 -0.1 0.0
H -3.8702 -4.0122 -3.3643 0.0 0.0 0.0
H -4.1277 -5.5476 -4.2077 0.0 0.0 0.0
H -6.5102 -2.8662 -3.9733 0.0 0.0 0.0
C 5.3723 2.7933 4.6553 -0.1 -0.1 -0.1
C 6.5304 3.2107 3.7617 -0.2 0.3 0.3
C 7.5183 4.0960 4.5050 0.1 0.0 -0.1
O 6.0371 3.8756 2.5992 0.0 -0.2 -0.2
H 4.8130 3.6666 5.0007 0.1 0.0 0.0
H 4.6762 2.1586 4.1046 0.0 0.0 0.0
H 5.7247 2.2449 5.5298 0.0 0.0 0.0
H 7.0443 2.3206 3.3952 0.0 0.0 -0.1
H 7.0277 5.0128 4.8429 0.0 0.0 0.1
H 8.3399 4.3855 3.8499 0.0 0.0 0.0
H 7.9304 3.5856 5.3761 0.0 0.0 0.0
H 5.5772 4.6753 2.8801 0.0 0.0 0.0
```
Forces are in eV/Å.

Net charge: 0
SMILES: CCNB1OBOB(N)O1.CC(C)O.CC(C)O.CC(C)O.CC(C)O.CC(C)O
Frontier orbital gap in eV: 9.92
Calculated total energy in Eh: -1463.43715
Spin multiplicity: 1
LUMO energy in eV: 0.40

Results of the Mulliken charge analysis, in e, for atoms 1 through 2: -1.00, -0.51